# 1
Computed, not measured: a structure of composition HO5PS in a non-equilibrium geometry, with ωB97M-V/def2-TZVPD.

Geometry as XYZ:
```
8
Properties=species:S:1:pos:R:3
O -1.398 -0.040 -2.489
O -0.159 0.910 -0.561
O -1.721 -1.065 -0.219
O 1.872 -3.509 0.864
O 0.444 -1.445 -1.582
P -0.743 -0.501 -1.254
S 0.596 -2.692 0.722
H -1.078 0.990 -0.297
```

Calculated values
Lowest unoccupied orbital energy (spin up / spin down), eV: 6.13 / 6.12
Net charge: -2
Gap between HOMO and LUMO (spin up / spin down), eV: 5.867 / 5.839
DFT total energy, a.u.: -1116.37755
E_HOMO (spin up / spin down), eV: 0.27 / 0.28
ΔE to the lowest compared entry with this formula, charge and spin, eV: 1.662

=====

# 2
Computed, not measured: a structure of composition C23H56CaN4O2P3 in a non-equilibrium geometry, with ωB97M-V/def2-TZVPD.

Geometry as XYZ:
```
89
Properties=species:S:1:pos:R:3
Ca -0.422 -0.584 -0.602
P 1.621 0.652 -2.271
P 0.149 -3.133 0.422
N 0.208 -2.026 -2.460
C 0.592 0.102 -3.726
H -0.014 0.951 -4.083
H 1.288 -0.131 -4.543
C -0.319 -1.127 -3.520
H -1.335 -0.798 -3.234
H -0.470 -1.693 -4.457
C -0.433 -3.396 -2.364
H 0.370 -4.128 -2.577
H -1.223 -3.495 -3.130
C -0.992 -3.672 -0.951
H -1.193 -4.742 -0.807
H -1.964 -3.160 -0.826
C -0.917 -3.217 1.955
C -1.480 -1.801 2.210
H -2.303 -1.525 1.530
H -0.681 -1.040 2.136
H -1.876 -1.721 3.231
C 1.322 -4.540 0.494
C 2.485 -4.210 1.446
H 3.411 -4.609 1.015
H 2.340 -4.685 2.426
H 2.633 -3.133 1.599
C 3.377 0.779 -2.885
C 4.275 1.544 -1.904
H 5.319 1.287 -2.128
H 4.090 1.285 -0.856
H 4.183 2.632 -2.022
C 1.047 2.404 -1.943
C 1.604 2.891 -0.597
H 1.023 3.762 -0.260
H 2.652 3.211 -0.692
H 1.548 2.124 0.192
C 2.003 -0.689 0.580
C 0.654 -5.892 0.795
H -0.412 -5.822 1.041
H 0.735 -6.547 -0.083
H 1.159 -6.399 1.629
C 3.538 1.300 -4.320
H 4.414 1.960 -4.390
H 3.694 0.457 -5.005
H 2.671 1.857 -4.689
C 1.299 3.410 -3.058
H 0.849 4.368 -2.754
H 2.368 3.593 -3.236
H 0.822 3.126 -4.007
C -0.231 -3.784 3.202
H 0.690 -3.248 3.462
H -0.910 -3.667 4.056
H 0.006 -4.852 3.121
H -1.737 -3.899 1.673
H -0.051 2.307 -1.837
H 1.724 -4.601 -0.534
H 3.714 -0.277 -2.892
O 2.517 -0.184 1.537
H 1.216 -2.173 -2.609
H 2.615 -1.315 -0.212
C -4.080 0.581 0.980
N -3.092 1.062 1.984
C -3.701 1.353 3.303
P -1.844 2.006 1.403
O -1.127 1.252 0.299
N -2.332 3.410 0.729
C -2.158 3.710 -0.690
C -3.083 4.397 1.495
N -0.911 2.351 2.737
C -0.401 1.261 3.585
C 0.074 3.440 2.618
H -4.758 -0.134 1.478
H -3.565 0.047 0.157
H -4.690 1.411 0.561
H -3.947 0.398 3.795
H -3.009 1.912 3.950
H -4.648 1.913 3.205
H -2.176 2.791 -1.289
H -2.992 4.355 -1.008
H -1.192 4.221 -0.877
H -3.583 5.047 0.774
H -2.422 5.018 2.116
H -3.846 3.932 2.134
H -1.196 0.556 3.847
H -0.018 1.690 4.525
H 0.439 0.727 3.105
H 1.079 3.071 2.353
H -0.249 4.170 1.866
H 0.163 3.964 3.581
```

Calculated values
Lowest unoccupied orbital energy, eV: -2.54
Net charge: +1
Gap between HOMO and LUMO, eV: 5.097
DFT total energy, a.u.: -2980.96239
E_HOMO, eV: -7.63

=====

# 3
Computed, not measured: a structure of composition C32H34BClF2GeIN5O4RuS, with ωB97M-V/def2-TZVPD.

Geometry as XYZ:
```
83
Properties=species:S:1:pos:R:3
Ru -1.446 0.171 -1.625
Cl 4.410 1.236 -5.741
C 3.140 1.260 -4.539
C 2.773 2.486 -3.949
C 1.802 2.536 -2.995
C 1.099 1.368 -2.550
O 0.256 1.456 -1.604
C 1.480 0.138 -3.197
C 0.889 -1.114 -2.883
O -0.039 -1.333 -2.085
C 2.502 0.117 -4.174
H 3.269 3.393 -4.271
H 1.510 3.481 -2.566
H 1.340 -1.991 -3.372
H 2.769 -0.827 -4.634
N -2.324 -5.856 -1.499
C -2.137 -4.518 -1.681
N -0.894 -4.045 -1.494
N -3.185 -3.804 -2.022
C -2.997 -2.496 -1.955
N -2.811 -1.360 -1.899
H -1.538 -6.470 -1.610
H -3.224 -6.203 -1.783
H -0.258 -4.561 -0.907
H -0.707 -3.043 -1.588
F -2.682 1.157 1.705
B -2.659 0.053 0.914
F -3.905 -0.390 0.638
C -1.394 -0.630 0.466
Ge 0.154 -0.658 1.609
C 1.712 0.495 1.267
C 2.454 0.328 0.099
C 3.566 1.109 -0.175
C 3.962 2.086 0.729
C 3.249 2.258 1.907
C 2.139 1.463 2.174
C -0.235 -0.395 3.530
C -0.750 0.815 4.003
C -1.023 1.005 5.351
C -0.790 -0.018 6.261
C -0.281 -1.227 5.812
C -0.006 -1.408 4.461
C 0.836 -2.517 1.490
C -0.077 -3.569 1.614
C 0.327 -4.896 1.534
C 1.665 -5.201 1.307
C 2.587 -4.171 1.182
C 2.175 -2.847 1.283
H -1.571 -1.680 0.221
H 2.146 -0.417 -0.623
H 4.108 0.968 -1.104
H 4.824 2.707 0.517
H 3.555 3.013 2.622
H 1.600 1.609 3.103
H -0.961 1.619 3.309
H -1.426 1.952 5.689
H -1.006 0.127 7.312
H -0.095 -2.032 6.512
H 0.400 -2.358 4.133
H -1.127 -3.347 1.773
H -0.402 -5.690 1.647
H 1.987 -6.233 1.243
H 3.633 -4.398 1.011
H 2.912 -2.057 1.191
N -3.963 3.553 -1.796
C -3.635 2.237 -1.868
O -2.701 1.804 -1.147
C -4.393 1.397 -2.741
I -1.835 0.852 -4.333
H -3.303 4.215 -1.392
H -4.591 3.914 -2.490
H -5.126 1.824 -3.409
H -4.320 0.331 -2.628
C 0.893 4.988 -0.477
S -0.733 4.279 -0.785
C -0.845 3.421 0.774
O -1.705 5.430 -0.712
H 0.826 5.637 0.397
H 1.183 5.568 -1.351
H 1.600 4.175 -0.305
H -0.498 4.067 1.582
H -0.247 2.514 0.691
H -1.886 3.149 0.902
```

Calculated values
Lowest unoccupied orbital energy (spin up / spin down), eV: 2.20 / 1.94
Net charge: -1
Gap between HOMO and LUMO (spin up / spin down), eV: 6.341 / 6.143
DFT total energy, a.u.: -5367.26285
E_HOMO (spin up / spin down), eV: -4.14 / -4.21
ΔE to the lowest compared entry with this formula, charge and spin, eV: 1.150
Spin multiplicity: 2